Entry from the OMol25 dataset: C6H10O in the gas phase in a non-equilibrium geometry (wB97M-V/def2-TZVPD).

Element x y z (Å)
C 1.60380 -1.43529 -0.11559
C 0.17302 -0.93189 -0.45960
O -0.93663 -1.09538 0.44574
C -1.87056 0.13558 0.37308
C -0.97779 1.23669 -0.13075
C 0.27296 1.34483 0.67132
C 0.27456 0.56049 -0.60585
H 1.71907 -2.51792 -0.03042
H 2.04216 -0.95445 0.76632
H 2.24420 -1.12838 -0.96403
H -0.09495 -1.42715 -1.40392
H -2.82821 0.17758 -0.21330
H -2.16169 0.14496 1.41961
H -1.35272 2.06224 -0.73191
H 0.22622 0.78264 1.60131
H 0.80779 2.28149 0.70129
H 0.82096 0.93286 -1.46334

Values from the calculation:
- E_LUMO: 1.13 eV
- SMILES: C[C@H]1OC[C@H]2C[C@H]21
- Electronic energy: -8429.876 eV
- Relative energy (zero: lowest compared OMol25 entry of this formula, charge and spin): 31.5 kcal per mole
- Spin multiplicity: 1
- HOMO-LUMO gap: 10.7 eV